{"formula": "C21H60Cd2N3O12", "method": "the ωB97M-V functional and the def2-TZVPD basis", "symbols": ["C", "H", "H", "N", "H", "O", "H", "Cd", "H", "H", "C", "O", "O", "C", "C", "H", "H", "H", "H", "H", "N", "H", "C", "C", "H", "C", "C", "H", "H", "H", "H", "H", "O", "H", "H", "H", "O", "C", "H", "H", "H", "H", "H", "H", "C", "H", "H", "H", "Cd", "O", "H", "H", "H", "H", "H", "C", "H", "O", "H", "H", "H", "H", "O", "O", "H", "O", "C", "H", "C", "C", "H", "O", "H", "C", "H", "C", "H", "O", "C", "C", "H", "H", "H", "H", "H", "H", "H", "C", "H", "H", "H", "C", "H", "C", "H", "H", "H", "N"], "coordinates": [[-0.382, -7.278, -5.694], [-9.816, 4.482, 4.522], [-2.150, -0.926, 4.262], [6.536, 2.378, 4.562], [0.246, -8.023, -8.329], [-1.265, -5.163, -9.406], [-0.916, -0.723, 5.302], [1.762, 2.798, -4.207], [-6.111, 0.841, -0.810], [-5.015, -0.456, -1.120], [6.394, 3.610, 5.358], [-8.607, 2.899, 5.302], [-4.446, 1.224, -2.095], [-3.907, 0.265, 6.026], [-6.163, 2.652, 4.167], [-2.588, -5.534, -11.028], [-0.427, -6.841, -10.381], [10.481, 4.430, 6.426], [5.441, 4.048, 5.061], [0.432, -8.002, -5.669], [-5.689, 1.736, 5.222], [1.871, -6.673, -2.574], [-7.741, 2.810, 4.087], [7.593, 4.575, 5.257], [-2.572, 3.350, -0.242], [-5.055, 0.622, -0.969], [6.305, -1.938, 3.814], [-10.576, 3.053, 5.128], [7.133, 1.720, 5.042], [-2.797, -6.670, -9.801], [-1.408, 0.657, 4.356], [7.039, -2.436, 4.448], [4.462, 2.412, -2.759], [-0.922, 3.794, -7.895], [-5.895, 1.994, 6.176], [5.296, 2.672, -3.151], [0.561, 0.667, -1.969], [-0.380, -6.295, -9.439], [-2.104, 2.415, -7.692], [-1.377, -7.721, -5.652], [7.757, 4.796, 4.202], [1.212, -0.735, -0.582], [-0.888, -5.667, -7.058], [1.414, -4.899, -2.708], [5.290, 1.589, 4.430], [-7.892, 3.761, 3.578], [-5.698, 2.429, 3.207], [5.604, 0.487, 2.606], [-2.020, 0.708, -4.042], [8.729, 3.936, 5.700], [4.521, 2.180, 3.933], [10.019, 5.186, 4.805], [0.805, 6.116, -2.659], [-0.281, -7.131, -3.637], [-1.478, -7.646, -8.252], [0.805, 0.275, -0.621], [-2.592, 3.841, -7.324], [-2.540, 0.055, 6.115], [-0.750, -5.611, -4.403], [-4.552, 0.871, -0.035], [9.439, 5.777, 6.439], [-8.135, 2.011, 3.458], [6.499, -0.585, 4.204], [0.812, 5.161, -2.586], [-3.615, 2.261, 5.233], [-2.331, 4.274, -0.303], [-0.062, -6.455, -4.464], [-3.115, 4.705, -0.643], [5.459, 0.304, 3.671], [-2.579, -5.612, -9.941], [-4.131, 0.539, 7.057], [-1.037, 2.985, -5.998], [-3.939, 0.973, 4.101], [9.722, 4.925, 5.821], [4.656, 1.596, -2.298], [-4.245, 1.388, 5.062], [-0.032, 0.160, 0.068], [1.304, -6.002, -4.443], [-1.788, -0.168, 4.957], [-9.711, 3.700, 5.274], [-9.977, 4.202, 6.204], [-4.514, -0.629, 5.887], [1.597, 0.805, -0.091], [4.830, 1.275, 5.367], [4.491, -0.192, 3.604], [7.296, 5.569, 5.593], [0.545, -5.718, -9.407], [-1.649, 3.300, -7.249], [5.304, -2.351, 3.934], [0.203, 4.970, -1.873], [-3.443, -5.020, -9.640], [-0.478, -7.214, -8.229], [6.374, 3.281, 6.397], [1.926, -5.751, -3.155], [6.814, -2.122, 2.868], [-5.872, 3.634, 4.538], [2.965, -5.462, -3.314], [-0.290, -6.478, -6.995]], "atomic_forces_ev_per_a": [[0.808, 1.667, -2.068], [0.734, 0.009, -0.441], [-1.070, 0.084, -0.161], [-0.582, -0.725, -0.542], [0.089, 0.012, 0.010], [-2.897, -1.704, -0.595], [0.412, 0.398, 0.249], [-0.966, -0.156, 1.036], [-0.369, 0.392, -0.728], [-0.156, -0.404, 0.165], [0.544, -0.872, 0.246], [3.940, -0.822, -0.472], [-0.243, -0.017, 0.267], [-0.469, 0.966, 1.110], [-1.468, 0.927, 3.546], [0.433, 0.280, -0.242], [-0.218, -0.047, -0.057], [0.629, 0.171, -0.571], [0.144, 0.406, 0.180], [-0.312, -0.472, -0.636], [1.014, -1.642, -2.101], [0.019, 0.207, 0.414], [-0.766, 0.136, -0.144], [-2.320, -1.075, -2.593], [-0.076, -0.282, 0.012], [1.768, -0.105, -0.785], [2.240, 0.228, 0.581], [-0.388, -0.106, -0.313], [0.691, 0.288, 0.015], [0.217, 0.001, 0.723], [-0.452, 0.645, 0.345], [-0.532, -0.515, 0.526], [-0.686, 0.236, -0.381], [0.004, -0.200, -0.237], [-0.080, 0.387, -0.254], [0.302, 0.182, -0.140], [-0.019, -0.047, 0.442], [1.153, 1.459, 0.527], [1.029, -0.762, -0.595], [0.025, -0.349, 0.507], [-0.106, -0.078, -0.673], [0.359, -0.485, -0.669], [-0.175, 0.036, 0.600], [-0.052, -0.130, 0.535], [0.339, 0.322, 0.342], [-0.037, -0.011, -0.316], [-0.413, -0.093, 0.054], [0.890, 0.238, -0.239], [-0.513, 1.134, 0.556], [-0.352, 0.845, 1.450], [0.021, 0.090, -0.253], [0.499, 0.446, 0.179], [0.085, 0.297, -0.179], [0.146, 0.073, 0.447], [-0.313, -0.560, -0.072], [0.229, -0.364, -0.840], [0.086, 1.306, 1.362], [1.103, -0.178, -0.344], [-0.027, 0.344, 0.194], [0.219, 0.028, 0.075], [-0.473, 0.253, -0.328], [-0.210, -0.133, 0.086], [-2.210, 1.302, -0.440], [0.372, -0.574, -0.412], [0.342, 0.088, 0.193], [0.390, 0.120, -0.053], [0.210, 0.397, 0.264], [-0.233, 0.153, -0.078], [0.643, -0.837, -0.918], [0.700, 0.414, -0.607], [-0.386, 0.357, 0.065], [-0.669, -0.236, 0.783], [-0.794, 0.355, -0.583], [0.945, -1.123, 0.698], [-0.062, -0.325, 0.215], [-1.218, -0.173, 0.925], [-0.665, 0.905, -0.325], [0.068, -0.274, -0.105], [1.128, -1.659, -0.091], [-2.480, 0.242, -0.369], [0.888, -0.065, 0.471], [0.164, -0.280, -0.729], [0.063, 0.717, -0.153], [0.133, 0.305, 0.705], [-0.217, -0.402, 0.776], [0.443, -0.024, 1.328], [0.621, -0.715, -0.003], [0.102, -1.292, 0.331], [-0.002, 0.223, -0.144], [-0.335, -0.236, 0.333], [0.449, 0.188, 0.657], [-0.549, 0.217, 0.064], [-0.491, 0.437, 0.468], [-1.235, -0.239, -1.320], [-0.884, 0.095, -0.798], [0.506, 0.572, -0.736], [-0.107, -0.209, -0.271], [0.939, -0.581, 1.049]], "total_energy_ev": -60892.18657, "charge": 1, "homo_ev": -9.907, "largest_force_ev_per_a": 4.1, "gap_ha": 0.0823}